No. 1
{"formula": "C17H20IN2PdS2", "method": "ωB97M-V/def2-TZVPD", "max_force_ev_per_a": 0.12, "total_energy_ev": -54185.92454, "s_squared": 2.0075, "relative_energy_kcal_mol": 14.4, "spin_multiplicity": 3, "charge": -1, "lumo_ev": [2.805, 2.666], "homo_energy_ev": [-3.27, -4.05], "elements": ["H", "C", "C", "C", "C", "H", "H", "C", "C", "N", "H", "H", "C", "C", "H", "C", "H", "C", "Pd", "C", "H", "C", "H", "N", "H", "H", "C", "H", "I", "C", "H", "C", "H", "S", "S", "H", "H", "H", "C", "H", "H", "H", "C"], "coordinates": [[-2.180, -0.005, 1.909], [1.920, -3.711, -2.659], [-2.101, -1.081, -1.868], [0.284, -3.164, -1.004], [0.618, 1.321, 4.288], [-2.623, -2.031, -1.680], [-2.263, 2.699, 0.041], [-0.289, 1.416, 3.248], [1.198, -4.066, -1.530], [-0.878, -0.990, -1.064], [-0.285, -3.440, -0.124], [2.323, -2.172, -4.101], [0.261, 3.287, -1.847], [-1.140, -1.083, 0.367], [1.341, -5.031, -1.058], [0.836, -1.531, -2.718], [-0.966, 3.426, 0.996], [1.430, 0.949, 1.597], [0.100, 1.215, -1.375], [0.099, -1.915, -1.581], [-0.503, 3.585, -2.567], [0.096, 1.242, 1.921], [0.197, 3.948, -0.982], [-0.908, 1.342, 0.875], [-2.774, -0.253, -1.648], [2.642, -4.400, -3.081], [1.739, -2.465, -3.238], [-2.674, 0.426, 0.273], [2.101, 3.916, -2.786], [-1.663, 2.593, 0.946], [-0.185, -1.225, 0.875], [1.947, 1.037, 3.983], [-2.334, 2.640, 1.815], [2.021, 0.686, -0.017], [0.679, 0.051, -3.458], [0.299, 1.466, 5.312], [-1.790, -1.939, 0.609], [3.371, 0.641, 2.435], [-1.809, 0.183, 0.892], [-1.829, -1.016, -2.919], [2.682, 0.960, 4.776], [-1.328, 1.632, 3.473], [2.337, 0.857, 2.672]], "mulliken_charge": [0.29, -0.46, -1.32, -0.25, -0.84, 0.36, 0.31, -0.38, -0.83, 1.27, 0.30, 0.39, -1.04, -1.07, 0.37, 0.38, 0.33, 0.74, -0.07, 0.18, 0.44, -0.45, 0.30, 0.99, 0.21, 0.35, -0.70, 0.60, -0.17, -1.24, 0.58, -0.45, 0.36, -0.26, -0.41, 0.36, 0.38, 0.38, -1.20, 0.33, 0.35, 0.23, -0.61]}

=====

No. 2
{"formula": "C7H14O3Si", "method": "ωB97M-V/def2-TZVPD", "max_force_ev_per_a": 5.27, "total_energy_ev": -21507.60330, "relative_energy_kcal_mol": 0.0, "lumo_ev": 0.390, "homo_energy_ev": -7.88, "elements": ["H", "H", "O", "H", "H", "H", "H", "C", "H", "C", "C", "O", "H", "C", "C", "H", "C", "C", "Si", "H", "H", "O", "H", "H", "H"], "coordinates": [[-1.585, 2.386, -1.664], [-2.744, -1.274, 0.290], [2.890, -1.690, 0.389], [2.674, -2.166, 1.190], [-1.642, 0.309, 2.125], [-1.627, -2.619, 0.310], [0.071, -1.368, 1.139], [-1.785, -1.702, -0.076], [-2.778, 0.758, -0.001], [-0.237, 0.825, -1.505], [-1.187, 1.550, -1.069], [2.497, 0.656, 1.555], [-0.061, 1.143, 1.261], [-0.627, -0.807, 0.465], [-0.982, 0.504, 1.148], [0.265, 0.896, -2.416], [0.289, -0.405, -0.782], [-1.934, 1.336, 0.202], [2.483, -0.112, 0.138], [2.246, 1.629, 1.701], [3.786, -0.004, -1.588], [3.407, 0.538, -0.951], [-1.733, -1.450, -1.114], [-2.203, 2.359, 0.715], [0.517, -1.294, -1.462]], "mulliken_charge": [0.35, 0.24, -0.51, 0.32, 0.28, 0.46, 0.36, -1.57, 0.33, -0.72, -0.25, -0.44, -0.03, 0.60, -0.50, 0.50, -0.58, -0.71, 0.60, 0.34, 0.31, -0.48, 0.40, 0.33, 0.40]}

=====

No. 3
{"formula": "CH7NSi", "method": "ωB97M-V/def2-TZVPD", "max_force_ev_per_a": 6.23, "total_energy_ev": -10515.25626, "relative_energy_kcal_mol": 72.6, "lumo_ev": 0.845, "homo_energy_ev": -9.47, "elements": ["H", "H", "C", "Si", "H", "H", "H", "H", "N", "H"], "coordinates": [[-1.290, 0.865, 0.677], [2.499, -0.827, 0.043], [-1.625, 0.142, -0.003], [1.450, 0.142, 0.214], [-2.241, -0.624, 0.327], [1.418, 1.334, -0.569], [-0.173, -1.262, -0.922], [1.694, 0.782, 1.420], [0.098, -0.934, -0.078], [-1.831, 0.382, -1.108]], "mulliken_charge": [0.34, -0.16, -0.67, 0.49, 0.26, -0.13, 0.25, -0.15, -0.50, 0.26]}

=====

No. 4
{"formula": "C47H57CrGeNO6PSb2", "method": "ωB97M-V/def2-TZVPD", "max_force_ev_per_a": 1.21, "total_energy_ev": -170742.65562, "s_squared": 1.2334, "spin_multiplicity": 2, "charge": -2, "lumo_ev": [4.240, 4.240], "homo_energy_ev": [0.22, -0.43], "elements": ["H", "H", "C", "H", "H", "C", "H", "H", "H", "O", "H", "C", "C", "C", "C", "H", "C", "H", "C", "H", "H", "H", "C", "C", "O", "H", "H", "H", "O", "H", "C", "H", "H", "H", "H", "H", "H", "H", "C", "C", "H", "H", "C", "H", "H", "C", "C", "C", "C", "C", "C", "H", "H", "C", "H", "C", "C", "C", "N", "H", "H", "C", "C", "H", "C", "C", "H", "O", "C", "C", "C", "H", "C", "H", "H", "O", "H", "H", "C", "H", "H", "C", "C", "C", "H", "C", "C", "H", "C", "H", "C", "H", "P", "Ge", "C", "H", "C", "C", "H", "C", "Sb", "C", "H", "H", "C", "H", "H", "H", "H", "C", "O", "Sb", "H", "H", "H", "Cr"], "coordinates": [[4.910, -3.450, -0.020], [1.873, -5.856, -3.050], [0.458, 1.010, -4.606], [0.587, -4.672, 3.875], [-3.586, -3.420, -2.097], [1.340, -3.360, 2.362], [-1.838, 5.622, -2.353], [-0.875, 4.953, 3.219], [-4.891, 4.049, 1.229], [-0.317, 2.768, 1.991], [-0.017, -2.703, -3.191], [1.618, 3.917, 2.872], [-3.686, -0.433, -5.490], [-4.310, 5.723, -0.015], [-4.607, -2.695, -4.268], [6.047, 0.388, -2.491], [-4.237, 4.415, 0.449], [2.113, 4.888, 2.852], [2.135, -4.155, -1.772], [-4.962, -3.596, -3.785], [4.138, -6.756, -2.606], [-2.890, 0.511, -2.511], [-0.073, -1.898, -3.901], [-2.929, 2.139, 0.157], [-3.595, 1.411, 0.857], [2.347, 3.149, 2.623], [-4.686, -1.373, 1.406], [4.394, -1.949, 2.364], [1.055, 1.096, 3.268], [0.908, -1.188, 4.574], [2.547, -5.330, -2.384], [0.435, -3.395, 1.774], [-1.342, 5.044, 1.523], [1.702, 4.920, 0.442], [5.369, 1.950, 1.435], [-5.823, -2.994, -6.007], [1.255, 3.728, 3.878], [1.146, -3.768, -1.947], [-5.085, -2.366, -5.525], [4.477, -0.538, -1.359], [0.858, -1.858, -4.458], [0.006, 6.024, 2.115], [-3.234, -0.722, -4.205], [-1.232, 1.559, 5.684], [2.646, -4.565, 5.247], [3.813, -5.833, -2.138], [-2.271, -3.354, 0.443], [0.441, -1.553, -0.361], [-3.656, -1.929, -3.602], [4.660, -5.147, -1.282], [0.470, 3.933, 1.874], [4.544, -3.175, 4.480], [-0.485, 2.854, 4.728], [1.523, 1.234, 5.543], [6.642, 1.978, -0.690], [4.233, -3.974, -0.682], [5.839, 1.264, -0.544], [2.404, -2.589, 1.901], [-1.811, 1.810, -0.584], [-0.654, -0.819, 3.852], [-3.054, -4.087, 0.248], [4.098, 0.337, 0.826], [1.005, 4.081, 0.462], [-2.158, -3.221, 1.515], [5.506, 0.373, -1.550], [3.761, -0.585, -0.166], [1.513, 0.791, -4.714], [1.169, 1.100, 0.747], [-3.286, 3.594, -0.105], [3.550, -2.537, 2.688], [-4.748, -1.573, 0.338], [4.236, -1.234, -2.154], [2.962, -3.453, -0.912], [-2.025, -2.747, -2.531], [1.822, 2.275, 5.458], [-0.740, 2.887, -2.323], [-4.925, -0.971, -7.154], [-5.391, -0.822, -0.110], [-2.432, 0.298, -3.481], [-5.040, 6.406, 0.401], [-1.510, 1.653, 3.939], [-2.514, 5.302, -1.569], [3.640, -3.235, 3.886], [5.130, 1.243, 0.647], [-5.140, -2.569, 0.157], [-4.591, -1.238, -6.159], [-1.547, 2.853, -1.418], [-0.892, -2.064, -4.598], [2.578, -4.012, 4.315], [3.531, 0.353, 1.745], [-2.454, 4.022, -1.078], [2.394, 0.611, 5.364], [0.232, 1.264, 1.898], [2.245, -1.841, 0.064], [0.434, 0.899, 4.530], [1.522, 3.175, 0.143], [0.035, -0.555, 4.650], [-3.068, -2.492, -2.343], [-0.445, -0.726, 5.613], [1.426, -4.071, 3.547], [-2.756, -1.463, -0.437], [-0.497, 5.062, 2.206], [0.202, 4.281, -0.247], [-3.529, 7.185, -1.370], [-3.458, 6.162, -1.018], [-2.420, 1.240, -4.040], [1.163, 1.050, 6.555], [0.317, 2.076, -4.473], [-3.333, 0.477, -5.958], [-0.771, 1.803, 4.724], [-0.935, 0.313, 1.861], [-0.334, -0.027, -2.891], [5.654, -5.531, -1.080], [-1.320, -3.667, 0.025], [-0.070, 0.654, -5.486], [-0.583, -0.025, -0.274]], "mulliken_charge": [0.33, 0.40, -1.34, 0.38, 0.46, -0.50, 0.48, 0.29, 0.47, 0.24, -0.09, -1.68, -0.89, -0.58, -0.93, 0.37, -0.38, 0.66, -0.06, 0.34, 0.33, -0.23, -1.31, -0.89, -0.71, 0.20, 0.35, 0.33, 0.34, 0.19, -0.53, 0.14, 0.10, 0.55, 0.39, 0.38, 0.12, -0.34, -0.61, -0.38, 0.48, 0.40, 1.18, 0.59, 0.32, -0.35, -1.29, -0.04, 1.34, -0.79, 1.92, 0.37, 0.23, -1.90, 0.34, -0.25, -0.54, 0.39, 2.14, 0.12, 0.53, 0.15, -1.04, 0.35, -0.65, 0.07, 0.37, -0.38, 0.48, -0.14, -1.45, 0.33, -0.09, -0.05, 0.36, -0.70, 0.36, 0.38, -0.99, 0.39, 0.19, -0.45, -0.72, -0.73, 0.42, -0.71, -0.99, 0.71, -0.43, 0.23, 0.67, 0.31, 0.52, 1.50, 1.94, -0.11, -1.36, -1.16, 0.54, -0.55, 0.80, -1.61, 0.03, 0.40, -0.58, 0.65, 0.41, 0.25, 0.40, -1.55, -0.73, 1.13, 0.37, 0.16, 0.31, -1.61]}

=====

No. 5
{"formula": "C17H16N5O2SSm", "method": "ωB97M-V/def2-TZVPD", "max_force_ev_per_a": 11.85, "total_energy_ev": -58169.15224, "s_squared": 8.7666, "relative_energy_kcal_mol": 5.4, "spin_multiplicity": 6, "lumo_ev": [-1.828, -1.814], "homo_energy_ev": [-7.27, -7.18], "elements": ["C", "C", "C", "H", "H", "C", "C", "H", "N", "C", "H", "C", "H", "H", "O", "H", "H", "H", "H", "H", "C", "H", "C", "C", "N", "H", "S", "C", "C", "C", "N", "O", "H", "N", "C", "C", "C", "H", "C", "H", "N", "Sm"], "coordinates": [[-1.857, -2.963, 0.991], [-1.339, -0.824, -3.247], [0.259, 0.194, -1.263], [5.295, 3.766, -1.671], [1.940, -0.331, -2.513], [0.043, -0.823, -3.418], [4.594, 2.221, -0.351], [1.812, 1.567, 4.435], [1.290, 0.942, 2.171], [2.068, 2.682, -1.474], [-4.780, -3.251, 1.978], [2.226, 1.700, -0.493], [-4.841, -3.208, 0.192], [-1.997, -1.228, -4.006], [-4.356, -0.700, 1.131], [1.093, 2.866, -1.917], [-2.965, -4.551, 0.096], [-2.930, -0.297, -1.881], [-2.904, -4.595, 1.882], [3.617, 0.706, 0.828], [-3.633, -1.691, 1.082], [5.569, 2.033, 0.090], [0.861, -0.312, -2.411], [3.492, 1.479, 0.070], [0.817, 1.655, 4.302], [0.483, -1.234, -4.321], [-1.125, 0.209, 3.519], [1.138, 0.740, -0.152], [-2.983, -3.944, 1.006], [0.439, 0.965, 3.190], [-1.107, 0.209, -1.086], [-0.686, -3.328, 0.943], [0.256, 1.288, 5.063], [1.001, 0.208, 1.019], [-1.861, -0.308, -2.071], [3.175, 3.426, -1.893], [-4.199, -3.073, 1.068], [3.056, 4.188, -2.658], [4.436, 3.191, -1.338], [-2.163, 1.930, 1.037], [-2.304, -1.711, 1.037], [-0.930, 0.208, 1.037]], "mulliken_charge": [0.25, -0.63, -0.39, 0.39, 0.51, -0.45, -0.74, 0.28, -0.88, -0.20, 0.25, 0.58, 0.21, 0.42, -0.67, 0.52, 0.23, 0.51, 0.25, 0.39, 0.15, 0.38, -0.33, -0.32, -0.53, 0.43, -0.52, 0.51, -0.40, 0.57, -0.09, -0.70, 0.28, 0.41, -0.33, -0.71, -0.30, 0.39, -0.32, -0.18, 0.03, 0.76]}